Entry 1:
The following is a DFT calculation (ωB97M-V/def2-TZVPD) of the molecule C4H8N2O2.

The geometry in XYZ format:
```
16
Properties=species:S:1:pos:R:3:nbo_charge:R:1
C 1.56761 -0.91492 -1.16535 -0.62
C 0.13679 -0.23558 -0.90338 -0.16
N -0.93343 -1.23615 -0.66742 -0.64
C -1.21361 -1.19253 0.71588 0.52
O -0.77378 -0.25873 1.41751 -0.56
C 0.42032 0.90279 0.12107 0.72
N -0.66749 1.81317 0.05969 -0.87
O 1.38639 1.22570 0.71101 -0.59
H 2.36716 -0.31111 -0.89952 0.24
H 1.61456 -1.13384 -2.32957 0.20
H 1.73915 -1.82841 -0.58158 0.21
H -0.09957 0.14079 -1.96706 0.22
H -0.79735 -2.00895 -1.35353 0.43
H -1.57999 -2.07899 1.22125 0.16
H -1.51503 1.62958 -0.37291 0.37
H -0.89001 2.45756 0.89959 0.39
```

Properties
E_HOMO, eV: -9.32
SMILES string: C[C@@H](NC=O)C(N)=O


Entry 2:
The following is a DFT calculation (ωB97M-V/def2-TZVPD) of the molecule CH2N2P2.

The geometry in XYZ format:
```
7
Properties=species:S:1:pos:R:3:nbo_charge:R:1
H 0.81230 -0.85875 -2.76050 -0.09
P 1.80132 -0.64721 -1.72500 0.86
N 0.68487 -0.18819 -0.66366 -1.21
P 0.30469 0.44735 0.84885 0.83
C -1.47237 0.78935 1.17342 -0.07
N -2.46116 1.16860 1.58641 -0.29
H 0.33036 -0.71114 1.54047 -0.03
```

Properties
E_HOMO, eV: -9.16
SMILES string: [H]/P=N/PC#N


Entry 3:
The following is a DFT calculation (ωB97M-V/def2-TZVPD) of a cluster of 2 separate species, C6H10O in total.

The geometry in XYZ format:
```
17
Properties=species:S:1:pos:R:3:nbo_charge:R:1
C -2.25943 0.02220 0.09973 -0.41
C -0.94784 -0.16294 -0.01099 -0.01
C 0.13779 -0.36174 0.98679 -0.26
C 1.19276 -1.32359 0.52352 -0.41
C 1.17121 0.03468 -0.08063 -0.23
C 0.05739 0.16564 -1.12542 0.06
O 0.11248 -0.61000 -2.29220 -0.69
H -2.77432 -0.10311 1.04834 0.20
H -2.86035 0.31640 -0.75516 0.21
H 0.10609 -0.03165 2.01760 0.23
H 0.94842 -2.21528 -0.04845 0.20
H 1.99601 -1.48459 1.23761 0.23
H 1.99729 0.72649 0.03970 0.23
H -0.05734 1.19955 -1.46438 0.20
H 0.14062 -1.53942 -2.03068 0.46
H 0.29255 2.38911 0.92082 0.00
H 0.74668 2.97825 0.93380 0.00
```

Properties
E_HOMO, eV: -9.11
SMILES string: C=C1[C@H]2C[C@H]2[C@H]1O.[H][H]


Entry 4:
The following is a DFT calculation (ωB97M-V/def2-TZVPD) of a cluster of 4 separate species, C2H12NO3S in total.

The geometry in XYZ format:
```
19
Properties=species:S:1:pos:R:3:nbo_charge:R:1
C 1.36126 0.38934 -0.22303 -0.26
C 0.63811 0.91821 -1.44327 -0.55
S -1.04101 1.60651 -1.05864 -0.75
N 1.26300 -1.07474 0.03141 -0.89
H 0.80783 0.92425 0.62986 0.22
H 2.45264 0.68685 -0.25730 0.16
H 0.52501 0.19002 -2.24734 0.18
H 1.09459 1.75212 -1.98004 0.20
H 1.48651 -1.57868 -0.80961 0.36
H 0.48177 -1.33445 0.59515 0.37
H -1.34640 -0.80329 -0.07410 0.47
H -2.47268 -0.38048 -0.95923 0.49
O -2.16662 -1.15037 -0.44077 -1.00
H -5.08069 1.54340 1.61338 0.47
H -4.26887 2.64238 0.92030 0.49
O -4.99760 2.50433 1.53633 -0.96
H 3.01982 -2.09238 1.71269 0.50
H 4.29070 -2.41354 0.78165 0.47
O 3.95263 -2.32949 1.67256 -0.98
```

Properties
E_HOMO, eV: -3.02
Charge: -1


Which E belongs to each record? In order, -11351.36366, -22624.75635, -8428.32362, -20737.31212 eV.
Which F_max belongs to each record? In order, 5.7, 3.0, 0.4, 2.1 eV/A.
Which M belongs to each record? In order, 116.1, 104.0, 98.1, 130.2 g/mol.